1.
{
  "formula": "C44H62CrGeN5O5PSSe",
  "method": "the ωB97M-V functional and the def2-TZVPD basis",
  "symbols": ["Cr", "C", "N", "C", "C", "O", "C", "O", "C", "C", "O", "N", "C", "C", "H", "H", "H", "H", "H", "H", "H", "H", "H", "H", "H", "H", "H", "H", "H", "H", "C", "Ge", "C", "C", "C", "Se", "C", "H", "H", "H", "H", "H", "H", "H", "H", "H", "H", "H", "H", "H", "H", "N", "P", "C", "C", "C", "C", "C", "C", "C", "C", "C", "C", "C", "C", "C", "C", "C", "C", "C", "C", "H", "H", "H", "H", "H", "H", "H", "H", "H", "H", "H", "H", "H", "H", "H", "C", "C", "O", "H", "H", "H", "C", "C", "C", "N", "C", "S", "N", "C", "O", "C", "C", "C", "C", "C", "C", "H", "H", "H", "H", "H", "H", "H", "H", "H", "H", "H", "H", "H", "H"],
  "positions_angstrom": [[0.23, 0.42, 0.03], [1.02, 4.63, -1.83], [1.13, 3.93, -0.55], [2.48, 3.82, 0.02], [0.16, 3.17, -0.07], [0.23, 2.55, 1.00], [-1.15, 3.06, -0.83], [-1.76, 1.81, -0.51], [-2.64, 1.83, 0.60], [-2.15, 0.92, 1.71], [-1.14, 0.22, 1.58], [-2.88, 0.89, 2.83], [-2.54, -0.07, 3.88], [-4.24, 1.44, 2.85], [1.74, 5.45, -1.83], [1.24, 3.96, -2.66], [0.03, 5.06, -1.96], [2.80, 4.79, 0.42], [2.47, 3.07, 0.81], [3.16, 3.49, -0.76], [-1.82, 3.89, -0.58], [-0.98, 3.05, -1.90], [-2.76, 2.84, 0.99], [-3.61, 1.47, 0.27], [-1.50, -0.36, 3.78], [-2.69, 0.40, 4.85], [-3.17, -0.96, 3.80], [-4.25, 2.49, 2.57], [-4.90, 0.88, 2.18], [-4.62, 1.36, 3.86], [-5.67, -5.73, 1.54], [-4.23, -4.47, 1.11], [-2.85, -5.33, 0.04], [-3.50, -3.81, 2.79], [-5.05, -3.02, 0.10], [-3.95, -1.44, -0.19], [-2.87, -2.08, -1.68], [-5.28, -6.56, 2.13], [-6.12, -6.14, 0.63], [-6.44, -5.23, 2.12], [-2.67, -6.34, 0.40], [-1.92, -4.77, 0.09], [-3.16, -5.39, -1.01], [-2.87, -4.59, 3.25], [-4.30, -3.57, 3.49], [-2.88, -2.93, 2.63], [-5.96, -2.67, 0.60], [-5.35, -3.38, -0.89], [-2.28, -2.94, -1.41], [-2.20, -1.27, -1.96], [-3.52, -2.31, -2.52], [1.97, 0.23, 0.69], [3.32, -0.49, 0.46], [3.45, -2.21, 1.05], [3.02, -2.41, 2.37], [3.04, -3.66, 2.95], [3.49, -4.76, 2.21], [3.94, -4.57, 0.91], [3.92, -3.31, 0.33], [4.62, 0.30, 1.45], [4.24, 1.26, 2.39], [5.20, 1.84, 3.21], [6.54, 1.47, 3.09], [6.91, 0.52, 2.15], [5.96, -0.07, 1.34], [3.93, -0.46, -1.26], [4.77, 0.58, -1.67], [5.06, 0.76, -3.02], [4.52, -0.11, -3.97], [3.68, -1.13, -3.57], [3.37, -1.30, -2.22], [2.67, -1.55, 2.94], [2.71, -3.80, 3.97], [3.49, -5.75, 2.65], [4.30, -5.42, 0.34], [4.30, -3.19, -0.67], [3.20, 1.53, 2.45], [4.91, 2.58, 3.95], [7.28, 1.93, 3.73], [7.95, 0.24, 2.06], [6.25, -0.82, 0.61], [5.19, 1.26, -0.94], [5.72, 1.56, -3.33], [4.75, 0.03, -5.02], [3.23, -1.79, -4.30], [2.65, -2.05, -1.93], [-0.22, -2.45, 1.09], [0.25, -1.60, -0.07], [0.79, -2.15, -1.01], [0.12, -3.48, 0.96], [-1.31, -2.40, 1.12], [0.16, -2.04, 2.03], [0.96, 2.41, -6.81], [0.64, 2.82, -5.37], [-0.63, 2.17, -4.83], [-0.54, 0.73, -4.62], [0.10, 0.12, -3.59], [0.88, 1.04, -2.34], [0.17, -1.22, -3.59], [-0.46, -2.19, -4.42], [-0.94, -3.20, -3.85], [-0.41, -2.02, -5.86], [-1.32, -2.75, -6.66], [-1.27, -2.66, -8.03], [-0.31, -1.86, -8.67], [0.61, -1.17, -7.90], [0.57, -1.24, -6.51], [1.91, 2.85, -7.14], [0.18, 2.74, -7.50], [1.05, 1.33, -6.89], [0.51, 3.91, -5.32], [1.47, 2.55, -4.71], [-1.45, 2.33, -5.53], [-0.91, 2.63, -3.89], [-0.82, 0.13, -5.38], [0.43, -1.60, -2.67], [-2.04, -3.38, -6.16], [-1.99, -3.21, -8.63], [-0.28, -1.80, -9.75], [1.38, -0.58, -8.38], [1.32, -0.73, -5.92]],
  "mulliken_charge": [1.61, -1.05, 0.15, -0.76, 0.69, -0.84, 0.76, -0.44, -1.35, 0.41, 0.08, 0.26, -0.99, -0.93, 0.42, 0.36, 0.36, 0.37, 0.10, 0.31, 0.56, -1.22, 0.57, 0.58, 0.25, 0.39, 0.30, 0.29, 0.25, 0.39, -1.22, 0.42, -0.85, -0.56, -0.93, -0.14, -0.31, 0.36, 0.36, 0.35, 0.42, 0.05, 0.36, 0.36, 0.41, -0.28, 0.45, 0.42, 0.29, -0.56, 0.70, -0.56, 1.36, 0.69, -0.89, -0.66, -0.52, -0.79, -0.23, 0.46, -0.29, -0.75, -0.48, -0.80, -0.49, 0.42, -0.83, -1.02, -0.67, -0.59, -0.10, 0.42, 0.42, 0.40, 0.43, 0.43, 0.30, 0.43, 0.39, 0.42, 0.43, 0.46, 0.43, 0.43, 0.40, 0.32, -0.66, 1.15, -1.02, 0.42, -0.61, 0.10, -1.35, 0.25, -0.65, 0.12, -0.71, 0.14, 1.36, -0.06, -0.77, -0.13, -0.80, -0.49, -0.60, -0.91, 0.22, 0.43, 0.38, 0.06, 0.53, -0.01, 0.70, -0.71, 0.50, -0.74, 0.43, 0.38, 0.38, 0.44, 0.90],
  "e_homo_ev": [-3.911, -7.588],
  "spin_multiplicity": 5,
  "e_above_lowest_kcal_mol": 2.05
}

---

2.
{
  "formula": "C44H65As2GeN4O15ReSi3",
  "method": "the ωB97M-V functional and the def2-TZVPD basis",
  "symbols": ["Re", "C", "Si", "C", "C", "Ge", "Si", "C", "C", "C", "Si", "C", "C", "C", "H", "H", "H", "H", "H", "H", "H", "H", "H", "H", "H", "H", "H", "H", "H", "H", "H", "H", "H", "H", "H", "H", "H", "H", "H", "H", "H", "N", "C", "C", "C", "C", "C", "C", "H", "H", "H", "H", "H", "C", "O", "C", "O", "C", "C", "As", "C", "C", "C", "As", "C", "C", "O", "O", "C", "C", "O", "O", "C", "C", "O", "O", "C", "H", "H", "H", "H", "H", "H", "H", "H", "H", "H", "H", "H", "H", "H", "H", "H", "H", "H", "O", "C", "O", "C", "C", "C", "C", "C", "C", "N", "O", "O", "H", "H", "H", "H", "C", "C", "C", "C", "C", "C", "O", "N", "C", "O", "N", "C", "O", "H", "H", "H", "H", "H", "H", "H", "H", "H", "H", "H"],
  "positions_angstrom": [[1.07, 1.29, -0.48], [1.69, -2.15, -4.35], [1.47, -0.29, -4.68], [0.53, -0.16, -6.32], [3.22, 0.36, -5.03], [0.20, 0.74, -2.83], [-1.40, 2.23, -3.98], [-2.75, 2.94, -2.86], [-0.33, 3.62, -4.69], [-2.42, 1.45, -5.38], [-1.05, -1.31, -2.61], [-4.15, -0.74, -1.77], [-0.72, -2.60, -1.29], [-2.17, -2.16, -3.88], [2.45, -2.57, -5.01], [0.77, -2.72, -4.51], [2.01, -2.33, -3.32], [1.08, -0.69, -7.10], [0.42, 0.87, -6.65], [-0.47, -0.60, -6.25], [3.44, 0.28, -6.10], [3.97, -0.22, -4.49], [3.34, 1.40, -4.73], [-2.37, 3.18, -1.87], [-3.57, 2.24, -2.72], [-3.16, 3.86, -3.29], [0.50, 3.85, -4.02], [-0.91, 4.53, -4.82], [0.10, 3.35, -5.66], [-3.00, 0.60, -5.01], [-1.82, 1.11, -6.22], [-3.12, 2.19, -5.75], [-3.09, -1.01, -1.70], [-4.68, -1.64, -2.07], [-4.27, 0.03, -2.55], [-0.05, -2.21, -0.52], [-0.24, -3.48, -1.73], [-1.65, -2.93, -0.81], [-2.82, -1.45, -4.39], [-2.80, -2.91, -3.41], [-1.55, -2.64, -4.64], [1.20, 0.77, 1.18], [1.37, 0.56, 2.50], [1.91, 1.61, 3.27], [2.06, 1.46, 4.63], [1.68, 0.28, 5.26], [1.19, -0.78, 4.50], [1.04, -0.65, 3.13], [2.19, 2.52, 2.77], [2.48, 2.28, 5.21], [1.78, 0.18, 6.33], [0.92, -1.71, 4.98], [0.67, -1.47, 2.53], [-1.24, 3.52, 3.65], [-1.96, 2.42, 3.10], [-3.10, 2.76, 2.47], [-3.44, 3.89, 2.25], [-3.82, 1.55, 1.95], [-4.74, 0.94, 2.70], [-5.73, -0.72, 2.35], [-7.42, 0.19, 1.84], [-4.89, -1.17, 0.66], [-4.63, -0.19, -0.42], [-3.11, 1.07, 0.19], [-1.89, -0.24, 1.00], [-5.75, 0.80, -0.72], [-5.61, 1.99, -0.60], [-6.92, 0.36, -1.21], [-7.24, -1.01, -1.43], [-4.30, -2.45, 0.60], [-3.64, -2.96, -0.32], [-4.51, -3.24, 1.75], [-5.57, -4.16, 1.60], [-4.99, 1.50, 4.06], [-4.41, 2.43, 4.57], [-5.96, 0.83, 4.71], [-6.26, 1.29, 6.02], [-0.76, 4.09, 2.85], [-0.50, 3.09, 4.31], [-1.92, 4.18, 4.19], [-7.91, 0.47, 2.77], [-8.08, -0.50, 1.31], [-7.27, 1.08, 1.24], [-2.43, -1.02, 1.54], [-1.28, 0.32, 1.71], [-1.22, -0.68, 0.26], [-8.33, -1.08, -1.34], [-6.76, -1.66, -0.70], [-6.95, -1.31, -2.44], [-5.49, -4.70, 0.66], [-6.54, -3.64, 1.65], [-5.51, -4.86, 2.43], [-7.11, 0.71, 6.36], [-6.50, 2.35, 6.01], [-5.41, 1.13, 6.68], [0.80, 3.38, -1.41], [-0.17, 3.60, -0.64], [-0.63, 2.62, 0.04], [-0.71, 4.96, -0.44], [-2.03, 5.16, -0.07], [-2.48, 6.44, 0.24], [-1.59, 7.49, 0.18], [-0.27, 7.31, -0.22], [0.17, 6.04, -0.54], [-2.03, 8.84, 0.53], [-1.19, 9.71, 0.61], [-3.22, 9.01, 0.73], [-2.72, 4.33, -0.01], [-3.50, 6.60, 0.54], [0.39, 8.17, -0.28], [1.19, 5.87, -0.86], [5.44, 0.66, 1.49], [5.54, -0.81, 1.09], [4.90, -1.13, -0.29], [5.09, -2.63, -0.57], [4.38, -3.09, -1.84], [5.67, -0.34, -1.33], [6.81, -0.57, -1.63], [4.99, 0.71, -1.93], [3.67, 1.06, -1.71], [3.15, 1.98, -2.31], [2.95, 0.33, -0.81], [3.42, -0.81, -0.19], [2.67, -1.51, 0.45], [5.84, 0.80, 2.50], [4.40, 1.00, 1.49], [6.02, 1.29, 0.81], [5.03, -1.42, 1.84], [6.58, -1.11, 1.04], [4.71, -3.19, 0.28], [6.16, -2.82, -0.67], [3.30, -2.93, -1.74], [4.54, -4.15, -2.01], [4.74, -2.55, -2.72], [5.49, 1.25, -2.61]],
  "mulliken_charge": [-1.38, -0.80, 1.07, -1.31, -1.27, 1.39, 0.73, -0.21, -1.26, -1.14, 0.21, -1.14, -0.62, -1.14, 0.51, 0.35, -0.11, 0.45, 0.33, 0.30, 0.55, 0.28, 0.30, -0.63, 0.08, 0.59, 0.30, 0.42, 0.32, 0.19, 0.36, 0.44, -1.15, 0.55, 0.76, -0.11, 0.51, 0.34, 0.26, 0.41, 0.37, 1.57, -0.09, 0.04, -1.06, -0.48, -0.97, 0.18, 0.49, 0.48, 0.44, 0.48, 0.46, -0.69, -0.13, -0.53, -0.55, 0.49, 0.13, 0.02, -1.21, -0.45, 1.98, 0.92, -0.24, -0.53, -0.48, -0.34, -0.52, 0.19, -0.79, -0.40, -0.69, 0.12, -0.56, -0.28, -0.78, 0.17, 0.17, 0.38, 0.45, 0.32, 0.36, 0.68, -0.32, -0.68, 0.32, 0.20, 0.26, 0.28, 0.21, 0.29, 0.23, 0.32, 0.30, -0.76, -0.38, 0.80, 0.18, 0.20, -0.56, -0.28, -0.61, -0.57, 1.01, -0.61, -0.59, 0.90, 0.56, 0.50, 0.52, -0.92, -1.46, 2.71, -1.65, -0.93, -0.19, -0.63, 0.32, -0.18, -0.64, 0.21, -0.47, -0.56, 0.50, -0.02, 0.28, 0.48, 0.49, 0.47, 0.53, 0.00, 0.52, 0.25, 0.34],
  "e_homo_ev": [-6.179, -6.178],
  "spin_multiplicity": 3,
  "e_above_lowest_kcal_mol": 90.79
}